# 1
DFT (ωB97M-V with the def2-TZVPD basis set) results for a cluster of 2 separate species, C7H11N in total.

**ΔE to the lowest compared entry with this formula, charge and spin**: 73.9 kcal per mole
**Lowest unoccupied orbital energy**: 0.95 eV
**SMILES string**: c1ccccc1.CN
**Orbital gap**: 9.929 eV
**Net charge**: 0

Structure (XYZ):
```
19
Properties=species:S:1:pos:R:3:mulliken_charge:R:1
C 1.5588 0.5937 -1.2678 -0.1431
C 2.0128 -0.7310 -1.0044 -0.3418
C 2.0574 -1.1669 0.3221 -0.2660
C 1.5749 -0.2858 1.2901 -0.2265
C 1.0508 1.0713 1.0259 -0.4228
C 1.0546 1.4950 -0.3874 -0.3607
H 2.0566 0.9384 -2.3205 0.1603
H 2.2254 -1.4059 -1.7721 0.4388
H 2.3818 -2.2326 0.6745 0.2455
H 1.5002 -0.8284 2.2786 0.2367
H 0.6696 1.6826 1.8385 0.3860
H 0.3294 2.3436 -0.5793 0.2874
C -3.0566 0.1702 0.0095 -0.5588
N -2.2107 -0.8755 -0.4625 -0.5541
H -4.1300 0.0993 0.2736 0.2917
H -2.5725 0.4772 1.0552 0.1832
H -3.0563 1.0415 -0.7201 0.2061
H -1.2116 -0.7506 -0.2953 0.1847
H -2.2347 -1.6360 0.0413 0.2534
```


# 2
DFT (ωB97M-V with the def2-TZVPD basis set) results for an isolated molecule of C7H11N.

**ΔE to the lowest compared entry with this formula, charge and spin**: 125.0 kcal per mole
**Lowest unoccupied orbital energy**: 0.55 eV
**SMILES string**: C=C/C=C\[C@@H]1CN1C
**Orbital gap**: 9.174 eV
**Net charge**: 0

Structure (XYZ):
```
19
Properties=species:S:1:pos:R:3:mulliken_charge:R:1
C 1.5431 -1.8590 -0.7416 -0.8699
C 1.0494 -1.2645 -1.8317 -0.0617
C 0.5011 0.0083 -1.7313 -0.2633
C 0.2993 0.8518 -0.6792 -0.4401
C 0.5125 0.6105 0.8168 -0.1750
C -0.2547 -0.3284 1.6722 -0.5138
N -0.5428 1.0573 1.5569 -0.3767
C -1.9018 1.2285 0.9537 -0.8295
H 1.8115 -1.2395 -0.0215 0.3745
H 1.9258 -2.9818 -0.5802 0.2050
H 1.0477 -1.7515 -2.7985 0.3433
H 0.3712 0.5256 -2.6770 0.3086
H -0.3279 1.6953 -0.8754 0.3743
H 1.4366 0.9857 1.0703 0.4986
H -0.7034 -0.9894 0.8392 0.2776
H 0.2667 -0.5749 2.6245 0.2960
H -2.2573 0.5151 0.1469 0.3086
H -2.8250 1.1073 1.6516 0.2760
H -1.9521 2.4038 0.6043 0.2673
```


# 3
DFT (ωB97M-V with the def2-TZVPD basis set) results for an isolated molecule of C7H11N.

**ΔE to the lowest compared entry with this formula, charge and spin**: 58.7 kcal per mole
**Lowest unoccupied orbital energy**: 0.64 eV
**SMILES string**: CC1=C(C)[C@H](C)N=C1
**Orbital gap**: 8.803 eV
**Net charge**: 0

Structure (XYZ):
```
19
Properties=species:S:1:pos:R:3:mulliken_charge:R:1
C -2.4627 -0.0086 -0.1679 -1.6789
C -1.1576 0.5533 -0.0655 1.0417
C 0.0350 -0.2895 -0.2314 0.2341
C 0.1202 -1.7463 -0.6114 -1.2462
C 1.1931 0.7056 -0.1420 0.5350
C 2.2740 0.1347 0.8743 -1.2029
N 0.6176 1.9437 0.1268 -0.7200
C -0.6492 1.8169 0.1734 -0.6398
H -2.6214 -0.4832 -1.0514 0.3976
H -3.2836 0.5744 0.0779 0.4095
H -2.4439 -0.8888 0.4947 0.3205
H 1.1261 -2.0981 -0.7839 0.3963
H -0.4401 -1.7199 -1.5921 0.3001
H -0.6141 -2.2130 0.0883 0.2920
H 1.8814 0.8108 -0.9744 0.2214
H 3.3076 0.1608 0.4664 0.2729
H 2.0786 -0.8604 1.1469 0.3617
H 2.1807 0.8111 1.8318 0.3032
H -1.1416 2.7966 0.3392 0.4020
```


# 4
DFT (ωB97M-V with the def2-TZVPD basis set) results for an isolated molecule of C7H11N.

**ΔE to the lowest compared entry with this formula, charge and spin**: 173.4 kcal per mole
**Lowest unoccupied orbital energy**: 1.06 eV
**SMILES string**: C1C[C@@H]2NC[C@H]3[C@@H]1[C@H]32
**Orbital gap**: 10.025 eV
**Net charge**: 0

Structure (XYZ):
```
19
Properties=species:S:1:pos:R:3:mulliken_charge:R:1
C 1.6912 -0.5374 0.3092 -0.7319
C 0.7252 -0.7769 1.5485 -0.7069
C -0.2275 0.2279 0.8542 0.2144
N -1.4928 0.9682 0.7837 -0.6328
C -1.2982 1.4041 -0.5798 -0.6513
C -0.3704 0.4992 -1.2614 0.1637
C 0.8557 -0.4691 -1.0807 -0.3422
C -0.4881 -0.7267 -0.4527 -0.9821
H 2.3149 -1.5073 0.4282 0.3642
H 2.3573 0.3593 0.4604 0.3400
H 0.3611 -1.7336 1.8643 0.3489
H 1.3521 -0.4029 2.4701 0.2779
H 0.4337 1.1141 0.5405 0.1974
H -2.2205 0.1328 0.5551 0.3291
H -1.1786 2.5461 -0.6628 0.2846
H -2.3271 1.3820 -1.0833 0.2833
H -0.6888 0.1035 -2.3860 0.2463
H 1.3291 -1.0876 -1.8428 0.3490
H -1.1279 -1.4958 -0.4647 0.6483
```


# 5
DFT (ωB97M-V with the def2-TZVPD basis set) results for a cluster of 2 separate species, C7H11N in total.

**ΔE to the lowest compared entry with this formula, charge and spin**: 179.3 kcal per mole
**Lowest unoccupied orbital energy**: 0.90 eV
**Orbital gap**: 9.959 eV
**Net charge**: 0

Structure (XYZ):
```
19
Properties=species:S:1:pos:R:3:mulliken_charge:R:1
C -1.3102 0.4456 -1.3926 -1.4481
C -0.5585 -0.7179 -0.7459 -0.0190
C -0.4144 -0.8354 0.8058 -0.3496
C -0.9837 0.5262 1.4788 -0.6310
C 0.8165 -0.6094 -0.0540 1.0640
C 1.5449 0.6958 -0.0859 -1.4208
C 2.0066 1.7638 -0.2447 0.4797
H -1.3524 1.4802 -0.7788 0.2329
H -1.0633 0.6107 -2.3774 0.4689
H -2.3592 0.2376 -1.6515 0.3859
H -0.5108 -1.7000 -1.2589 0.3798
H -0.7756 -1.9328 1.1197 0.2295
H -0.5508 1.2590 0.5177 -0.1834
H -0.2660 0.9416 2.4071 0.2344
H -2.0587 0.6164 1.7178 0.2993
H 2.6245 -1.3444 0.3574 0.3523
H 1.0681 -2.6149 0.4862 0.3587
H 2.3704 2.8732 0.0034 0.3377
N 1.7726 -1.6952 -0.3043 -0.7714
```


# 6
DFT (ωB97M-V with the def2-TZVPD basis set) results for an isolated molecule of C7H11N.

**ΔE to the lowest compared entry with this formula, charge and spin**: 172.9 kcal per mole
**Lowest unoccupied orbital energy**: 0.93 eV
**SMILES string**: C=C1C[C@H](N)[C@@H]2C[C@@H]12
**Orbital gap**: 9.334 eV
**Net charge**: 0

Structure (XYZ):
```
19
Properties=species:S:1:pos:R:3:mulliken_charge:R:1
C 0.4052 2.1313 -1.3786 -0.9495
C 0.0225 0.9634 -0.8681 0.3276
C 1.3367 0.4104 0.0054 -0.9674
C 0.6617 -0.6916 0.9744 0.2966
N 1.0605 -2.0085 0.3452 -0.6744
C -0.7975 -0.1262 0.9058 -0.2468
C -2.1342 -0.5137 0.3184 -0.5378
C -1.0582 0.2100 -0.5779 -0.1486
H -0.4426 2.7515 -1.7552 0.2655
H 1.3318 2.7228 -1.1953 0.2976
H 1.6192 1.4500 0.6906 0.2383
H 2.3049 0.0765 -0.4918 0.3839
H 0.7624 -0.7700 2.1409 0.2821
H 0.9404 -2.8589 0.8500 0.2250
H 2.1031 -2.1028 0.0522 0.1981
H -1.0334 0.6791 1.4746 0.3176
H -2.1480 -1.6553 0.1365 0.2436
H -2.9962 0.0498 0.5873 0.2912
H -0.4826 -0.5855 -1.1821 0.1574
```


# 7
DFT (ωB97M-V with the def2-TZVPD basis set) results for a structure of composition C7H11N.

**ΔE to the lowest compared entry with this formula, charge and spin**: 58.8 kcal per mole
**Lowest unoccupied orbital energy**: 1.07 eV
**Orbital gap**: 9.656 eV
**Net charge**: 0

Structure (XYZ):
```
19
Properties=species:S:1:pos:R:3:mulliken_charge:R:1
C 0.2321 0.4302 2.4216 -0.8732
C 0.3442 0.0178 0.0402 0.0882
C 0.9386 0.2770 -1.3558 -0.4931
C -0.5105 -0.0880 -1.8039 -0.3470
C -0.9757 0.6637 -0.5524 -0.5188
C -0.6151 -1.5337 -1.2845 -0.6750
C -0.0461 -1.4485 -0.0862 -0.4877
H -0.6848 1.0807 2.4052 0.2681
H 0.8239 0.6720 3.3027 0.3486
H -0.1612 -0.6021 2.5547 0.2695
H 1.3952 1.4003 1.0485 0.2915
H 1.7746 -0.3770 -1.6660 0.2824
H 1.1623 1.3393 -1.5220 0.3272
H -0.9215 0.1125 -2.8125 0.4412
H -1.9329 0.3542 -0.1326 0.3092
H -0.9431 1.7748 -0.6573 0.2692
H -1.0871 -2.3845 -1.7787 0.4214
H 0.1718 -2.1734 0.6656 0.4502
N 1.0355 0.4848 1.2133 -0.3720
```


# 8
DFT (ωB97M-V with the def2-TZVPD basis set) results for a structure of composition C7H11N.

**ΔE to the lowest compared entry with this formula, charge and spin**: 98.1 kcal per mole
**Lowest unoccupied orbital energy**: 0.99 eV
**Orbital gap**: 8.995 eV
**Net charge**: 0

Structure (XYZ):
```
19
Properties=species:S:1:pos:R:3:mulliken_charge:R:1
C 0.1979 -0.2276 1.0896 -0.4172
C -1.2613 -0.1132 1.4871 -0.6612
C -1.2963 1.2835 0.8130 -0.6220
C 1.8096 -1.0971 -0.8267 -1.4637
C 0.1716 1.0785 0.4462 0.5816
C 0.4218 -0.5428 -0.7062 0.9787
C -0.5613 -0.8230 -1.5567 -1.1286
N 1.0666 1.7268 -0.2525 -0.8092
H 1.0306 -0.6386 1.6466 0.5131
H 0.6401 2.4773 -0.7922 0.2116
H -1.9176 -0.8495 1.0177 0.2652
H -1.4393 -0.1074 2.5635 0.3149
H -1.4281 2.1100 1.5121 0.2934
H -1.9791 1.3930 -0.0285 0.2719
H 1.9128 -2.0242 -0.2574 0.2846
H 2.5321 -0.3810 -0.4397 0.3655
H 2.0409 -1.3055 -1.8719 0.4558
H -0.3693 -1.4988 -2.3771 0.3247
H -1.5716 -0.4602 -1.4671 0.2410
```


# 9
DFT (ωB97M-V with the def2-TZVPD basis set) results for an isolated molecule of C7H11N.

**ΔE to the lowest compared entry with this formula, charge and spin**: 82.2 kcal per mole
**Lowest unoccupied orbital energy**: 0.87 eV
**SMILES string**: C=C=CC(N)=C(C)C
**Orbital gap**: 8.245 eV
**Net charge**: 0

Structure (XYZ):
```
19
Properties=species:S:1:pos:R:3:mulliken_charge:R:1
C -2.3830 -0.7926 0.9242 -0.7851
C -1.3492 -0.9625 0.1302 0.2343
C -0.4215 -1.6458 -0.6012 -0.8456
C 0.7186 -0.8423 -0.4522 0.2275
N 2.0208 -1.2794 -0.4122 -0.4839
C 0.2846 0.4732 -0.1060 1.1297
C -0.4717 1.3557 -1.0767 -1.3461
C 1.0594 1.2568 0.9243 -1.6365
H -2.8599 0.1754 1.0347 0.2491
H -2.7792 -1.6101 1.5204 0.2569
H -0.5591 -2.5545 -1.1788 0.3802
H 2.7481 -0.6032 -0.2523 0.2318
H 2.2180 -2.2066 -0.0724 0.1919
H -1.2314 1.9507 -0.5603 0.2928
H 0.2181 2.0690 -1.5500 0.3942
H -0.9598 0.7811 -1.8615 0.3836
H 0.3732 1.8960 1.4873 0.3858
H 1.7985 1.9294 0.4666 0.3645
H 1.5755 0.6098 1.6360 0.3747
```


# 10
DFT (ωB97M-V with the def2-TZVPD basis set) results for the ion C7H11N2 with charge +1.

**ΔE to the lowest compared entry with this formula, charge and spin**: 136.0 kcal per mole
**Lowest unoccupied orbital energy**: -5.15 eV
**SMILES string**: C=C=[NH+]/C=N\[C@@H]1C[C@H]1C
**Orbital gap**: 8.001 eV
**Net charge**: +1

Structure (XYZ):
```
20
Properties=species:S:1:pos:R:3:mulliken_charge:R:1
C 2.9088 1.4516 -0.4061 -0.6549
C 2.8010 0.2012 -0.0176 0.5448
N 2.4710 -0.8982 0.5263 -0.1303
C 1.3913 -1.9237 0.3239 -0.1610
N 0.3102 -1.9455 -0.2294 -0.1934
C -0.7178 -1.0627 -0.6300 -0.3675
C -0.5100 0.5055 -0.9930 -0.4676
C -1.1259 0.0551 0.2286 0.6080
C -2.5773 0.1715 0.7827 -1.3014
H 3.1268 1.6374 -1.4723 0.2930
H 2.9495 2.1764 0.3163 0.3230
H 3.3246 -1.2754 1.0374 0.3561
H 1.8113 -2.9297 0.5542 0.3137
H -1.5155 -1.5381 -1.1559 0.4688
H 0.4777 0.8639 -0.9143 -0.1157
H -0.9950 0.7033 -1.9056 0.3398
H -0.3576 0.2619 1.0675 0.1869
H -2.8105 1.1714 1.2573 0.3263
H -2.5987 -0.7766 1.4214 0.3219
H -3.4231 0.0471 0.0729 0.3093
```


Question: ΔE to the lowest compared entry with this formula, charge and spin of number 1 (C7H11N)?
Answer: 73.9 kcal per mole


Copy entry 9 word for word.
DFT (ωB97M-V with the def2-TZVPD basis set) results for an isolated molecule of C7H11N.

**ΔE to the lowest compared entry with this formula, charge and spin**: 82.2 kcal per mole
**Lowest unoccupied orbital energy**: 0.87 eV
**SMILES string**: C=C=CC(N)=C(C)C
**Orbital gap**: 8.245 eV
**Net charge**: 0

Structure (XYZ):
```
19
Properties=species:S:1:pos:R:3:mulliken_charge:R:1
C -2.3830 -0.7926 0.9242 -0.7851
C -1.3492 -0.9625 0.1302 0.2343
C -0.4215 -1.6458 -0.6012 -0.8456
C 0.7186 -0.8423 -0.4522 0.2275
N 2.0208 -1.2794 -0.4122 -0.4839
C 0.2846 0.4732 -0.1060 1.1297
C -0.4717 1.3557 -1.0767 -1.3461
C 1.0594 1.2568 0.9243 -1.6365
H -2.8599 0.1754 1.0347 0.2491
H -2.7792 -1.6101 1.5204 0.2569
H -0.5591 -2.5545 -1.1788 0.3802
H 2.7481 -0.6032 -0.2523 0.2318
H 2.2180 -2.2066 -0.0724 0.1919
H -1.2314 1.9507 -0.5603 0.2928
H 0.2181 2.0690 -1.5500 0.3942
H -0.9598 0.7811 -1.8615 0.3836
H 0.3732 1.8960 1.4873 0.3858
H 1.7985 1.9294 0.4666 0.3645
H 1.5755 0.6098 1.6360 0.3747
```